The following is a quantum chemistry calculation of a 2-piece molecular cluster, CH2Cl2N2O2 overall at a distorted geometry, from OMol25.

Properties
Orbital gap (spin up / spin down) (eV): 8.455 / 7.777
DFT total energy (hartree): -1219.3808

Structure (ORCA input):
```
! wB97M-V def2-TZVPD RIJCOSX def2/J DEFGRID3
* xyz 0 1
C 0.91 0.34 -0.10
H 1.27 0.91 0.70
O 0.07 -1.59 -0.91
Cl -2.10 -0.60 -0.04
O 1.35 -1.61 0.81
N 0.80 -1.03 -0.09
Cl -1.82 2.15 0.00
N -1.48 0.73 0.67
H 1.01 0.70 -1.04
*
```

Atomic partial charges in e from the Löwdin method, atoms 1 to 5: atom 1 (C): 0.1120, atom 2 (H): 0.0849, atom 3 (O): -0.0691, atom 4 (Cl): 0.6861, atom 5 (O): 0.0796


The following is a quantum chemistry calculation of one molecule with the formula CH2Cl2NO2P at a distorted geometry, from OMol25.

Properties
SMILES: [H]/N=C/OP(=O)(Cl)Cl
Orbital gap (eV): 9.078
DFT total energy (hartree): -1506.2545

Structure (ORCA input):
```
! wB97M-V def2-TZVPD RIJCOSX def2/J DEFGRID3
* xyz 0 1
Cl -0.46 -3.02 0.23
C 1.01 0.97 -0.13
Cl -2.15 -0.65 1.60
H 0.45 1.83 -0.54
P -1.45 -1.36 -0.01
O -2.31 -1.24 -1.18
H 2.34 2.39 -0.14
O 0.29 -0.30 0.12
N 2.29 1.37 0.05
*
```

Atomic partial charges in e from the Löwdin method, atoms 1 to 5: atom 1 (Cl): 0.4742, atom 2 (C): -0.2677, atom 3 (Cl): 0.5089, atom 4 (H): 0.0958, atom 5 (P): -0.1205


The following is a quantum chemistry calculation of a 2-piece molecular cluster, CH2Cl2O3 overall at a distorted geometry, from OMol25.

Properties
SMILES: O=COCl.OCl
Orbital gap (eV): 10.341
DFT total energy (hartree): -1185.2679

Structure (ORCA input):
```
! wB97M-V def2-TZVPD RIJCOSX def2/J DEFGRID3
* xyz 0 1
O -2.24 1.13 1.18
O 0.44 0.79 0.42
C 0.66 -0.15 -0.53
Cl -2.32 1.47 -0.43
H 1.16 0.31 -1.32
Cl 0.77 2.37 0.04
O 0.34 -1.30 -0.38
H -2.79 0.32 1.38
*
```

Atomic partial charges in e from the Löwdin method, atoms 1 to 5: atom 1 (O): -0.5769, atom 2 (O): -0.5581, atom 3 (C): -0.4322, atom 4 (Cl): 0.5944, atom 5 (H): 0.0937


The following is a quantum chemistry calculation of one molecule with the formula CH2Cl3OP at a distorted geometry, from OMol25.

Properties
SMILES: OPC(Cl)(Cl)Cl
Orbital gap (eV): 10.090
DFT total energy (hartree): -1836.4611

Structure (ORCA input):
```
! wB97M-V def2-TZVPD RIJCOSX def2/J DEFGRID3
* xyz 0 1
H -0.02 -1.17 1.65
C -0.72 0.01 -0.61
O 1.39 0.47 1.07
H 1.98 0.70 0.34
Cl 0.10 1.20 -1.58
Cl -1.45 -1.21 -1.63
P 0.68 -0.83 0.41
Cl -1.95 0.83 0.34
*
```

Atomic partial charges in e from the Löwdin method, atoms 1 to 5: atom 1 (H): -0.0182, atom 2 (C): -1.9082, atom 3 (O): -0.4098, atom 4 (H): 0.0147, atom 5 (Cl): 0.5435


The following is a quantum chemistry calculation of a 3-piece molecular cluster, CH2ClFO2S2 overall at a distorted geometry, from OMol25.

Properties
Orbital gap (eV): 8.443
DFT total energy (hartree): -1546.1797

Structure (ORCA input):
```
! wB97M-V def2-TZVPD RIJCOSX def2/J DEFGRID3
* xyz 0 1
S 1.28 -2.07 0.50
O -0.29 -0.24 1.22
F -2.28 0.47 0.54
H 1.55 4.78 -1.78
O 0.43 -2.41 -0.65
S 1.28 -3.25 2.02
C -1.18 -0.22 0.42
H -1.35 -0.94 -0.52
Cl 0.56 3.88 -1.75
*
```

Atomic partial charges in e from the Löwdin method, atoms 1 to 5: atom 1 (S): 0.4168, atom 2 (O): 0.0048, atom 3 (F): 0.1095, atom 4 (H): -0.1966, atom 5 (O): -0.5803


The following is a quantum chemistry calculation of one molecule with the formula CH2ClFS at a distorted geometry, from OMol25.

Properties
Orbital gap (eV): 7.018
DFT total energy (hartree): -997.3749

Structure (ORCA input):
```
! wB97M-V def2-TZVPD RIJCOSX def2/J DEFGRID3
* xyz 0 1
C 0.27 -1.42 0.03
H 0.81 -1.53 -0.88
F 0.33 2.91 -0.19
Cl 0.17 0.01 0.84
H -0.56 -1.92 0.10
S -1.02 1.95 0.10
*
```

Atomic partial charges in e from the Löwdin method, atoms 1 to 5: atom 1 (C): -0.4222, atom 2 (H): 0.0173, atom 3 (F): -0.6153, atom 4 (Cl): 0.5971, atom 5 (H): -0.0657


The following is a quantum chemistry calculation of CH2ClIOS as an isolated structure at a distorted geometry, from OMol25.

Properties
Orbital gap (spin up / spin down) (eV): 8.322 / 6.732
DFT total energy (hartree): -1270.4909

Structure (ORCA input):
```
! wB97M-V def2-TZVPD RIJCOSX def2/J DEFGRID3
* xyz 0 1
H 0.41 -0.31 -1.49
H 1.92 0.76 -0.96
O -1.26 -0.96 1.18
S -1.76 -0.01 0.12
I 1.32 -1.20 0.86
C 1.20 -0.09 -0.81
Cl -1.82 1.81 1.10
*
```

Atomic partial charges in e from the Löwdin method, atoms 1 to 5: atom 1 (H): -0.0849, atom 2 (H): -0.0038, atom 3 (O): -0.8702, atom 4 (S): 0.4487, atom 5 (I): 1.0013


The following is a quantum chemistry calculation of a 2-piece molecular cluster, CH2ClN8S overall at a distorted geometry, from OMol25.

Properties
Orbital gap (eV): 7.511
DFT total energy (hartree): -1335.6494

Structure (ORCA input):
```
! wB97M-V def2-TZVPD RIJCOSX def2/J DEFGRID3
* xyz -1 1
N 4.18 -0.58 -1.35
H 1.33 1.71 -0.15
N 0.41 2.02 -0.27
N 2.34 -1.08 -0.03
Cl -4.84 -0.98 -0.29
N -2.02 -0.24 0.17
N -1.10 -0.93 0.70
N -1.64 0.98 -0.29
N 3.26 -0.71 -0.68
S 1.52 -0.44 1.36
N -0.35 1.04 0.07
C -0.07 -0.14 0.75
H -3.01 -0.64 0.01
*
```

Atomic partial charges in e from the Löwdin method, atoms 1 to 5: atom 1 (N): 0.1564, atom 2 (H): -0.0487, atom 3 (N): 0.0376, atom 4 (N): -0.2853, atom 5 (Cl): -0.4778


The following is a quantum chemistry calculation of a 2-piece molecular cluster, CH2ClNO overall at a distorted geometry, from OMol25.

Properties
Orbital gap (spin up / spin down) (eV): 9.526 / 9.523
DFT total energy (hartree): -629.2213

Structure (ORCA input):
```
! wB97M-V def2-TZVPD RIJCOSX def2/J DEFGRID3
* xyz 0 1
H -0.45 -0.91 -0.87
H -0.52 1.70 -1.53
C -0.10 0.12 -0.46
N 0.12 0.20 0.94
Cl -0.27 -1.26 1.89
O 1.22 0.14 0.03
*
```

Atomic partial charges in e from the Löwdin method, atoms 1 to 5: atom 1 (H): 0.1061, atom 2 (H): 0.2161, atom 3 (C): -0.2838, atom 4 (N): -0.4552, atom 5 (Cl): 0.5363


The following is a quantum chemistry calculation of a 2-piece molecular cluster, CH2ClNOS overall at a distorted geometry, from OMol25.

Properties
Orbital gap (eV): 8.332
DFT total energy (hartree): -1027.5649

Structure (ORCA input):
```
! wB97M-V def2-TZVPD RIJCOSX def2/J DEFGRID3
* xyz 0 1
S 1.39 -1.06 -1.75
N 1.33 -0.75 -0.31
Cl -1.88 0.96 -0.04
H 0.21 0.40 0.96
O -1.37 0.00 2.31
H 1.24 0.07 -2.48
C -0.92 0.37 1.30
*
```

Atomic partial charges in e from the Löwdin method, atoms 1 to 5: atom 1 (S): 0.7589, atom 2 (N): -0.5115, atom 3 (Cl): 0.5728, atom 4 (H): 0.0533, atom 5 (O): 0.0237


The following is a quantum chemistry calculation of a 2-piece molecular cluster, CH2ClNOS2 overall at a distorted geometry, from OMol25.

Properties
Orbital gap (spin up / spin down) (eV): 7.102 / 7.561
DFT total energy (hartree): -1425.7556

Structure (ORCA input):
```
! wB97M-V def2-TZVPD RIJCOSX def2/J DEFGRID3
* xyz 0 1
O 0.17 2.41 -1.58
N -0.51 0.28 -1.02
C -0.46 1.43 -1.78
S -0.98 -1.22 -1.59
H -1.48 -1.74 -0.53
Cl -1.91 1.52 -2.91
S 1.76 0.28 0.07
H 1.65 1.66 -0.33
*
```

Atomic partial charges in e from the Löwdin method, atoms 1 to 5: atom 1 (O): 0.0048, atom 2 (N): -0.5023, atom 3 (C): -0.9793, atom 4 (S): 0.8002, atom 5 (H): -0.1513


The following is a quantum chemistry calculation of a 2-piece molecular cluster, CH2ClPS overall at a distorted geometry, from OMol25.

Properties
Orbital gap (spin up / spin down) (eV): 7.021 / 6.969
DFT total energy (hartree): -1238.8961

Structure (ORCA input):
```
! wB97M-V def2-TZVPD RIJCOSX def2/J DEFGRID3
* xyz 0 1
Cl -0.07 -0.68 1.82
P -0.56 0.17 0.01
H 0.59 -0.33 -1.94
S -1.60 2.88 1.48
H 0.98 -1.45 -0.44
C 0.66 -0.59 -0.93
*
```

Atomic partial charges in e from the Löwdin method, atoms 1 to 5: atom 1 (Cl): 0.0832, atom 2 (P): 0.4159, atom 3 (H): -0.0403, atom 4 (S): -0.0279, atom 5 (H): -0.0536